# 1
Density functional theory data (ωB97M-V with the def2-TZVPD basis set) for a molecular structure, C11H21F3IO4P2Tb in a non-equilibrium geometry.

Computed properties:
- LUMO level (alpha / beta) (eV) = -7.9679 / -7.9666
- net charge = +2
- expectation value of S² = 12.675
- frontier orbital gap (alpha / beta) (eV) = 7.506 / 7.497
- ΔE to the lowest compared entry with this formula, charge and spin (kcal/mol) = 0.0
- multiplicity = 7
- strongest force on any atom (hartree/bohr) = 0.1251

Last column: Mulliken charge in e.
Positions of all 43 atoms, in Å:
C (-3.430, -2.030, -4.339)  -0.85
C (-2.613, -2.829, -3.485)  0.75
H (-3.974, -2.652, -5.091)  0.37
H (-2.772, -1.285, -4.828)  0.38
H (-4.135, -1.467, -3.695)  0.38
O (-1.894, -3.295, -2.693)  -0.12
I (-1.860, 0.245, -2.097)  -0.41
Tb (0.027, 0.491, 0.044)  0.23
P (-1.903, -0.408, 1.967)  0.88
C (-1.569, -1.415, 3.462)  -1.21
C (-2.345, 1.214, 2.757)  -1.18
H (-3.140, 1.085, 3.512)  0.41
H (-4.294, -0.925, 2.252)  0.39
H (-2.696, 1.907, 1.976)  0.39
H (-3.860, -0.648, 0.527)  0.32
H (-0.705, -1.032, 4.026)  0.39
H (-1.453, 1.668, 3.220)  0.34
C (-3.537, -1.102, 1.472)  -1.18
H (-2.467, -1.421, 4.112)  0.39
H (-3.452, -2.185, 1.294)  0.34
H (-1.330, -2.444, 3.153)  0.38
P (2.264, 0.134, -1.579)  0.99
C (3.748, -0.696, -0.921)  -1.20
C (2.138, -0.491, -3.290)  -1.10
H (2.049, 2.536, -2.008)  0.37
H (3.635, 1.917, -2.589)  0.46
H (3.352, 2.235, -0.833)  0.32
C (2.898, 1.877, -1.770)  -1.22
H (1.186, -0.165, -3.731)  0.32
H (2.987, -0.109, -3.877)  0.40
H (4.605, -0.464, -1.583)  0.42
H (3.575, -1.781, -0.903)  0.38
H (2.143, -1.592, -3.297)  0.33
H (3.955, -0.370, 0.109)  0.31
C (0.940, -1.533, 1.038)  0.49
O (1.582, -2.264, 1.672)  -0.18
F (3.077, 2.776, 3.418)  -0.22
C (1.946, 3.132, 2.769)  0.69
F (0.973, 3.215, 3.709)  -0.23
F (2.078, 4.379, 2.238)  -0.23
C (1.556, 2.165, 1.586)  0.75
O (2.269, 1.178, 1.292)  -0.63
O (0.443, 2.450, 1.004)  -0.60

Cartesian forces, eV/Å:
C -0.5938 -0.1777 -0.7487
C 3.9607 -1.4899 4.5502
H 0.3844 0.3329 0.5122
H -0.0771 -0.3877 0.1238
H 0.1977 -0.3529 -0.0985
O -4.0086 1.9296 -4.5299
I -0.1995 0.0548 -0.2468
Tb -0.1293 1.7109 0.0941
P -1.1429 0.0501 1.5310
C 0.2813 -0.2957 0.0142
C 0.1093 0.0720 -0.4605
H 0.3811 -0.0292 -0.3450
H 0.3653 -0.0128 -0.2299
H 0.0142 -0.1230 0.3039
H -0.0266 0.0007 0.2773
H -0.3325 -0.0351 -0.1563
H -0.3341 -0.2098 -0.0936
C 0.0722 -0.0321 -0.4535
H 0.5186 0.0160 -0.3630
H 0.0627 0.3119 0.1538
H -0.1620 0.2308 0.2027
P 1.3813 0.2888 -0.3511
C 0.0696 -0.2664 0.0181
C -0.1561 -0.0126 -0.1151
H 0.3495 -0.0369 -0.0860
H -0.2918 -0.0319 0.3298
H -0.1413 -0.3035 -0.3784
C -0.5320 -0.1002 0.0297
H 0.3489 0.0364 0.0154
H -0.3257 -0.2213 0.1013
H -0.3507 -0.1821 0.4031
H 0.1815 0.2211 -0.0842
H 0.0998 0.3253 0.0590
H -0.0285 0.0357 -0.4136
C 3.6795 -4.1104 3.3071
O -2.9632 3.0695 -2.8057
F -1.0710 0.2295 -1.1496
C 0.4202 1.1268 0.7079
F 0.3520 -0.4858 -0.9150
F 0.1784 -1.2325 0.3945
C 0.2916 -0.2068 0.6092
O -1.3231 0.6834 0.1283
O 0.4901 -0.3899 0.1578



# 2
Density functional theory data (ωB97M-V with the def2-TZVPD basis set) for a molecular structure, C11H21F7InN4O7S2 in a non-equilibrium geometry.

Computed properties:
- LUMO level (eV) = -8.8904
- net charge = +1
- frontier orbital gap (eV) = 3.889
- ΔE to the lowest compared entry with this formula, charge and spin (kcal/mol) = 14.5
- strongest force on any atom (hartree/bohr) = 0.0815

Last column: Mulliken charge in e.
Positions of all 53 atoms, in Å:
In (-0.186, -0.415, 0.158)  1.72
C (3.408, 1.950, -2.320)  0.69
F (4.383, 1.149, -1.939)  -0.21
F (3.980, 3.079, -2.683)  -0.20
F (2.728, 1.421, -3.334)  -0.18
S (2.190, 2.284, -0.887)  0.97
O (2.585, 1.438, 0.227)  -0.51
O (2.200, 3.698, -0.628)  -0.54
N (0.643, 1.779, -1.474)  -0.43
S (-0.038, 2.893, -2.394)  0.98
O (0.873, 3.845, -3.015)  -0.55
O (-0.939, 2.265, -3.331)  -0.60
C (-1.174, 3.875, -1.221)  0.61
F (-2.134, 4.436, -1.949)  -0.21
F (-1.681, 3.077, -0.299)  -0.17
F (-0.488, 4.869, -0.674)  -0.20
F (-1.347, -1.716, 2.451)  -0.68
C (4.256, -0.211, 2.606)  -0.79
C (2.988, -1.041, 2.764)  0.49
O (1.956, -0.753, 2.138)  -0.55
N (2.968, -2.016, 3.665)  -0.18
C (1.755, -2.746, 4.061)  -0.79
H (4.159, 0.786, 3.024)  0.23
H (4.469, -0.136, 1.539)  0.18
H (5.087, -0.795, 3.004)  0.38
H (3.835, -2.280, 4.104)  0.25
H (1.960, -3.638, 4.651)  0.35
H (1.104, -2.899, 3.206)  0.21
H (1.229, -2.169, 4.826)  0.30
C (-0.515, -4.188, -3.511)  -1.17
C (-0.184, -2.727, -3.254)  0.53
O (-0.280, -2.236, -2.128)  -0.51
N (0.140, -1.971, -4.314)  -0.10
C (0.348, -0.527, -4.258)  -0.70
H (-0.886, -4.365, -4.518)  0.36
H (-1.163, -4.634, -2.761)  0.32
H (0.455, -4.678, -3.387)  0.31
H (0.231, -2.476, -5.181)  0.21
H (-0.607, -0.009, -4.315)  0.37
H (0.918, -0.241, -5.142)  0.38
H (0.942, -0.175, -3.419)  0.06
C (-4.646, 1.734, 1.637)  -1.12
C (-3.543, 0.709, 1.725)  0.70
O (-2.672, 0.778, 0.829)  -0.47
N (-3.458, -0.178, 2.697)  -0.04
C (-4.456, -0.438, 3.717)  -1.02
H (-4.798, 2.115, 2.647)  0.39
H (-5.527, 1.292, 1.173)  0.30
H (-4.325, 2.555, 1.001)  0.29
H (-2.624, -0.774, 2.631)  0.37
H (-5.369, -0.796, 3.238)  0.33
H (-4.677, 0.455, 4.299)  0.29
H (-4.069, -1.257, 4.318)  0.38

Cartesian forces, eV/Å:
In -0.6855 0.4785 1.0998
C 0.1616 0.5121 -0.2917
F -0.3566 -0.6204 0.3162
F -0.5725 0.1725 -0.0187
F 0.2786 -0.0587 0.0718
S -0.0714 0.9867 1.8241
O -0.9423 -0.4720 -1.4366
O -0.0123 -1.0522 -0.5236
N 2.3414 -1.0585 1.9578
S -1.8247 2.0159 -3.1861
O -0.4937 -1.3942 1.5305
O 0.1359 -0.3386 1.1989
C 0.8766 0.8652 -1.0791
F -0.1222 -0.5553 0.0848
F -0.1348 -0.0955 0.1927
F 0.0587 -0.4102 0.4013
F 0.9616 0.9041 -1.8490
C 0.0181 -1.4761 -0.5654
C -0.2177 0.9777 -0.2738
O -1.1380 0.0999 -0.7209
N 0.1613 -0.9617 0.4884
C -0.0333 0.6870 0.6653
H -0.0479 -0.1273 0.1567
H -0.2121 0.2678 -0.0192
H 0.1470 0.4609 0.3852
H -0.0417 0.1947 0.0873
H 0.5412 -0.3366 -0.7499
H 0.0072 -0.1776 0.1096
H -0.2631 0.4495 -0.4235
C 1.0431 0.2205 0.2511
C -0.8178 0.6526 -1.1149
O -0.0534 0.4730 2.1891
N 0.1997 -0.7456 0.6025
C 0.0912 0.0385 -0.8759
H -0.0072 0.0375 0.0451
H -0.1590 0.3892 0.0005
H -0.0624 -0.3266 -0.2150
H -0.0004 0.3476 -0.1593
H 0.0485 0.0734 0.2790
H -0.0638 -0.0574 -0.0592
H -0.2539 -0.4124 0.2597
C 0.3504 0.0619 0.0415
C 0.1671 -0.7700 0.9133
O 1.7839 -0.0116 -1.5690
N -0.2852 0.8130 -0.6145
C -0.2115 -0.1985 -0.4561
H -0.4737 -0.0548 -0.0819
H -0.1450 -0.0513 0.3519
H 0.0987 -0.0856 0.0084
H 0.3236 -0.5052 0.1551
H -0.1088 0.0719 0.1462
H 0.0833 -0.1487 0.1982
H -0.0669 0.2509 0.2713



# 3
Density functional theory data (ωB97M-V with the def2-TZVPD basis set) for a gas-phase ion, C11H21N2 (charge +1) in a non-equilibrium geometry.

Computed properties:
- LUMO level (eV) = -4.8097
- net charge = +1
- frontier orbital gap (eV) = 8.027
- ΔE to the lowest compared entry with this formula, charge and spin (kcal/mol) = 105.7
- strongest force on any atom (hartree/bohr) = 0.0910

Last column: Mulliken charge in e.
Positions of all 34 atoms, in Å:
C (-1.770, 0.128, 2.171)  -0.35
C (1.465, 1.092, -1.449)  -0.75
C (0.654, 1.401, -2.750)  -0.51
C (-0.843, 1.956, -0.976)  -1.32
C (0.112, 0.879, -0.817)  1.03
C (-0.792, -2.110, -1.282)  -1.40
C (1.348, -1.950, 1.823)  -1.67
C (0.172, 1.544, 1.854)  -0.76
C (-1.285, -1.366, -0.132)  -1.23
C (1.197, -1.055, 0.661)  -1.08
C (-0.206, -0.457, 0.432)  1.13
N (-0.632, 0.965, -2.052)  -0.63
N (-0.640, 0.370, 1.498)  0.46
H (-2.538, -0.504, 1.785)  0.35
H (-1.966, 0.917, 2.819)  0.38
H (2.017, 0.178, -1.605)  0.21
H (2.092, 1.786, -1.087)  0.41
H (0.673, 2.447, -3.061)  0.27
H (0.908, 0.787, -3.541)  0.37
H (-1.896, 1.920, -0.611)  0.30
H (-0.652, 2.960, -1.190)  0.34
H (-0.451, -1.393, -2.104)  0.17
H (-0.132, -2.869, -0.871)  0.40
H (-1.588, -2.711, -1.727)  0.46
H (2.341, -2.130, 1.863)  0.51
H (0.892, -2.864, 1.701)  0.38
H (0.941, -1.476, 2.722)  0.34
H (1.058, 1.680, 1.139)  0.22
H (0.437, 1.844, 2.911)  0.44
H (-0.275, 2.495, 1.395)  0.36
H (-1.692, -2.015, 0.599)  0.66
H (-2.094, -0.779, -0.477)  0.52
H (1.763, -0.202, 0.734)  0.50
H (1.382, -1.468, -0.377)  0.46

Cartesian forces, eV/Å:
C 3.1076 1.7352 -3.0360
C -2.1085 -2.0145 -1.9151
C -0.3303 1.1041 2.2223
C -2.3853 -0.6213 -0.3311
C -0.1134 -2.7179 2.3591
C 0.2817 -0.8982 -2.0045
C -1.7775 1.7785 0.2372
C 1.4579 3.4380 -1.6157
C 0.3921 1.5079 0.7381
C -2.7372 -0.4546 -2.6417
C 0.9263 2.0187 -3.4364
N -0.0969 0.2198 -0.9249
N -2.7189 -0.7007 3.1977
H 0.0831 -0.8397 0.1611
H -0.7123 0.7720 1.6380
H 0.0769 -0.3509 0.1328
H 2.1439 2.6508 1.4401
H -0.2781 -0.0967 0.0448
H 0.2821 -1.2883 -1.6405
H 0.9616 -0.5703 0.1612
H 1.1034 1.4568 -0.2200
H 0.1341 -1.3688 1.1995
H 0.8540 0.0787 -0.8164
H -0.1579 0.2195 -0.0103
H 3.2650 -0.6393 0.9633
H -1.3238 -2.1510 -0.3224
H 0.4076 -0.1299 0.1097
H -0.7076 -1.2420 1.6382
H -0.5182 -1.3543 -1.0498
H -0.5296 -1.3847 1.0160
H -0.2526 -0.9027 1.0004
H -1.0934 1.1178 -0.1699
H 2.0290 1.6635 0.3633
H 0.3354 -0.0356 1.5118